Entry one
The following is a DFT calculation (ωB97M-V/def2-TZVPD) of 14 unconnected molecules or ions with the total composition H27O14.

Structure (ORCA input):
```
! RIJCOSX wB97M-V def2-TZVPD def2/J DEFGRID3
* xyz -1 1
O -2.3396 -2.0658 -3.6534
H -2.5918 -1.8698 -2.7473
O 3.2563 1.2500 1.4685
H 3.5941 0.5275 3.6610
H -1.1169 2.6439 -1.8637
O -0.1052 -5.0682 1.2973
H -0.3290 1.2616 -2.2712
H -0.5957 0.2033 0.2831
O -1.1511 0.7014 0.9602
H 1.7396 -2.1125 0.1613
H -0.7068 1.1493 1.6796
O 1.4542 -2.5103 -0.6636
H 0.9180 0.2609 -1.1170
H 1.7581 3.6611 3.4373
O 2.1720 3.6313 2.5710
H 2.3667 -0.0476 3.0290
H 4.0774 -1.9759 -1.8155
O 0.1587 -0.3247 -1.0930
H -3.2894 1.0879 1.9685
H 2.9420 3.0644 2.6984
O -1.0490 1.8914 -2.4419
H 0.3291 -4.9061 0.4414
H -2.4310 -2.3321 0.4035
O -3.6540 1.6831 1.3043
H -3.5978 1.0901 0.5491
H -0.3456 -4.1259 1.3530
O -1.5224 3.6296 2.3520
H -1.1047 4.1431 1.6480
H -2.0644 3.0729 1.7607
O 3.3402 -2.1696 -2.3936
H 0.6859 -1.9078 -0.9586
H -1.2761 -1.3406 -0.2924
O 3.0693 -0.2753 3.6449
H -2.7367 1.6554 -3.5570
H 2.6823 -2.6826 -1.8417
O -1.5372 -2.1713 0.1212
H 2.6956 1.9314 1.1181
H -1.4500 -2.4259 -3.6663
O -3.1002 1.0101 -4.1586
H 3.4664 0.5692 0.8408
H -2.6113 0.1929 -4.2174
*
```

HOMO ... -6.2 eV
HOMO-LUMO gap ... 8.46 eV

=====

Entry two
The following is a DFT calculation (ωB97M-V/def2-TZVPD) of 14 unconnected molecules or ions with the total composition H27O14.

Structure (ORCA input):
```
! RIJCOSX wB97M-V def2-TZVPD def2/J DEFGRID3
* xyz -1 1
O 1.0172 -0.6081 0.0054
H 0.5627 0.7753 0.6193
O -1.9862 -0.3018 3.1471
H 0.8348 -1.1816 0.7518
H 1.0828 0.5328 -1.4860
O 2.8168 -2.7292 2.7672
H 1.2370 1.7401 -2.4733
H 0.0712 -1.4908 -1.3349
O -0.0981 -2.1505 -2.0537
H -0.4391 -3.1331 0.9810
H 0.7928 -2.0849 -2.4231
O -0.0826 -4.0244 1.0556
H -2.6767 -1.6771 -1.3022
H -1.7977 -1.1825 2.8451
O -3.3083 0.4129 -0.4193
H -0.8336 1.3761 0.3395
H -1.4461 3.3742 1.6940
O -2.8195 -1.7838 -2.2472
H -4.7738 1.5309 -1.9685
H -3.1173 0.2073 0.5013
O 0.6071 1.2553 -1.9296
H 1.9066 -2.9649 2.5943
H 3.0739 1.1242 -1.6030
O -4.6864 0.9142 -2.6937
H -3.8356 0.4784 -2.6419
H 3.2663 -2.2098 2.1072
O 3.4932 -0.3063 -0.5969
H 2.4671 -0.2166 -0.4643
H 3.5258 -0.8836 0.1749
O -1.9084 3.9062 2.3559
H -1.8954 -1.6066 -2.5055
H 4.2760 1.9540 -1.8540
O -0.1017 1.4956 0.9267
H 2.5481 2.3354 1.3956
H -1.0881 4.2050 2.7661
O 3.4752 1.6804 -2.2837
H -0.8197 -4.5656 1.2960
H -2.5105 0.9393 -0.5650
O 2.6975 2.7639 0.5635
H -1.7576 -0.1576 4.0646
H 2.2303 2.2575 -0.1063
*
```

HOMO ... -6.9 eV
HOMO-LUMO gap ... 8.98 eV

=====

Stability, highest: entry one

=====

Entry one
The following is a DFT calculation (ωB97M-V/def2-TZVPD) of a single CH5N3O2S molecule.

Structure (ORCA input):
```
! RIJCOSX wB97M-V def2-TZVPD def2/J DEFGRID3
* xyz 0 1
O 1.7638 1.6885 -1.0713
N 0.5334 1.6444 -0.4243
C 0.3559 0.4733 0.0913
N 1.3155 -0.5237 -0.0116
O 0.8678 -1.8148 0.1843
N -0.7772 0.2254 0.8744
S -2.0279 -0.6762 0.1498
H 1.7236 2.5800 -1.3567
H 1.7490 -0.4114 -0.9183
H 1.1991 -2.0530 1.0409
H -0.9823 1.1485 1.2792
H -1.9333 -1.6970 1.0374
*
```

HOMO ... -8.7 eV
HOMO-LUMO gap ... 9.46 eV
SMILES ... O/N=C(\NO)NS

=====

Entry two
The following is a DFT calculation (ωB97M-V/def2-TZVPD) of a molecular structure, CH5N3O2S.

Structure (ORCA input):
```
! RIJCOSX wB97M-V def2-TZVPD def2/J DEFGRID3
* xyz 0 1
C -2.2504 0.0991 -0.0855
N 0.3075 0.5377 1.7513
N -2.3415 -0.4449 -1.1304
N 1.1691 0.1929 -0.7267
O -2.5175 0.2729 1.0233
O 0.1333 2.4099 0.0863
S -0.1536 0.9843 0.1636
H -0.2433 0.6583 2.6745
H -1.6165 -0.4688 -1.8252
H 0.7249 -0.4336 1.6819
H 2.0710 0.2370 -0.3256
H 0.9489 -0.8306 -0.9416
*
```

HOMO ... -9.7 eV
HOMO-LUMO gap ... 9.99 eV

=====

Stability, highest: entry two

=====

Entry one
The following is a DFT calculation (ωB97M-V/def2-TZVPD) of 3 unconnected molecules or ions with the total composition C2H7N4.

Structure (ORCA input):
```
! RIJCOSX wB97M-V def2-TZVPD def2/J DEFGRID3
* xyz 1 1
C 0.4780 -0.5962 -0.6846
C 0.9671 -0.1110 0.5948
N -0.8483 -0.3854 -0.7017
N -0.3096 0.1641 1.2751
N 1.0931 -1.0291 -1.7139
N -1.2475 -0.0986 0.4248
H 1.6097 -0.7869 1.3157
H 1.5515 0.7951 0.6100
H -0.2477 0.6916 2.1519
H 2.1142 -1.3091 -1.8403
H 0.4650 -1.3094 -2.5092
H -2.5143 1.7789 0.2061
H -3.1111 2.1961 0.8712
*
```

HOMO ... -15.2 eV
HOMO-LUMO gap ... 9.69 eV

=====

Entry two
The following is a DFT calculation (ωB97M-V/def2-TZVPD) of a gas-phase ion, C2H7N4 (charge +1).

Structure (ORCA input):
```
! RIJCOSX wB97M-V def2-TZVPD def2/J DEFGRID3
* xyz 1 1
C 1.1756 0.0548 0.0221
C -0.3520 -1.3689 0.2075
N 2.3293 -0.3140 -0.0388
N 0.3784 1.1672 0.0117
N -1.3693 -0.5033 -0.2402
N -1.0404 0.8082 0.2157
H -0.0802 -2.1869 -0.4325
H -0.3799 -1.5833 1.2653
H 3.1386 0.2918 -0.1059
H 0.5290 1.8462 -0.7312
H -1.4825 -0.5336 -1.2528
H -1.1735 0.7921 1.2475
H -1.6731 1.5297 -0.1683
*
```

HOMO ... -13.2 eV
HOMO-LUMO gap ... 9.28 eV

=====

Entry three
The following is a DFT calculation (ωB97M-V/def2-TZVPD) of a gas-phase ion, C2H7N4 (charge +1).

Structure (ORCA input):
```
! RIJCOSX wB97M-V def2-TZVPD def2/J DEFGRID3
* xyz 1 1
C -1.3547 1.1026 1.3409
N -0.9950 0.2424 0.4647
C 0.3595 0.0016 -0.0669
N 1.3746 0.6967 0.3985
N 0.5665 -0.9057 -0.9679
N -0.3763 -1.8294 -1.2954
H -2.4870 1.2346 1.5976
H -0.6230 1.7325 1.8422
H 1.1605 1.5308 0.8252
H 2.2980 0.6723 0.2333
H 1.4130 -0.9115 -1.3954
H -1.1233 -1.7663 -0.6051
H -0.0572 -2.7815 -1.3847
*
```

HOMO ... -13.8 eV
HOMO-LUMO gap ... 8.98 eV
SMILES ... C=NC(=[NH2+])NN

=====

Entry four
The following is a DFT calculation (ωB97M-V/def2-TZVPD) of a gas-phase ion, C2H7N4 (charge +1).

Structure (ORCA input):
```
! RIJCOSX wB97M-V def2-TZVPD def2/J DEFGRID3
* xyz 1 1
C -0.6460 -1.7283 -1.2061
N -0.0194 -1.2004 -0.2417
C -0.1412 0.3420 -0.0805
N -0.6488 1.1724 -0.9865
N 0.4119 0.8348 1.0270
N 1.2370 0.0809 1.8051
H -0.9109 -2.8493 -1.1628
H -0.8490 -1.2146 -2.1025
H -1.3217 1.0266 -1.6570
H -0.5236 2.1560 -0.6824
H 0.6132 1.8305 0.9830
H 1.5219 -0.8135 1.5244
H 1.2765 0.3628 2.7800
*
```

HOMO ... -13.6 eV
HOMO-LUMO gap ... 8.85 eV
SMILES ... C=NC(=[NH2+])NN

=====

Stability, highest: entry three

=====

Entry one
The following is a DFT calculation (ωB97M-V/def2-TZVPD) of a gas-phase ion, C4H12N3O (charge +1).

Structure (ORCA input):
```
! RIJCOSX wB97M-V def2-TZVPD def2/J DEFGRID3
* xyz 1 1
C 0.1290 2.7970 1.4943
C -0.3336 1.4868 0.9512
O -1.2448 0.8072 1.4136
C 0.4248 0.9262 -0.2657
C 0.4995 -0.6491 -0.5059
N 0.0268 -1.4204 0.6413
N -0.2352 -1.1651 -1.7248
N -0.4519 -2.5375 -1.5496
H 0.8931 3.0518 0.7338
H -0.6438 3.6304 1.6264
H 0.5439 2.8610 2.5304
H 1.4051 1.3595 -0.4652
H -0.3037 1.3678 -0.9507
H 1.4929 -0.9619 -0.6032
H -0.7771 -0.9617 1.1602
H 0.8178 -1.5800 1.2285
H -0.1474 -2.3465 0.1812
H -1.2049 -0.7150 -1.9487
H -1.2218 -2.8868 -2.0562
H 0.3313 -3.0637 -1.8908
*
```

HOMO ... -13.2 eV
HOMO-LUMO gap ... 10.19 eV
SMILES ... CC(=O)C[C@@H]([NH3+])NN

=====

Entry two
The following is a DFT calculation (ωB97M-V/def2-TZVPD) of a molecular structure, C4H12N3O.

Structure (ORCA input):
```
! RIJCOSX wB97M-V def2-TZVPD def2/J DEFGRID3
* xyz 1 1
C -0.6223 0.0345 0.1860
C -0.8353 2.5270 0.2089
C 1.1466 1.5447 -0.4223
C 0.7046 -1.4059 0.4875
N -0.4072 -3.0571 -0.6868
N 0.0193 -2.6794 0.6243
N -0.1630 1.2519 0.0914
O 1.5951 -1.5054 -0.4967
H -1.7665 -0.0987 0.3103
H -0.3522 3.1591 -0.6066
H -0.6153 2.9247 1.1521
H -1.8754 2.4595 0.1566
H 1.7991 0.6421 -0.4025
H 1.5250 2.3646 0.0928
H 0.9473 1.8197 -1.4854
H 1.1098 -0.9359 1.4306
H -1.2100 -2.5337 -0.9176
H -0.7030 -4.0453 -0.7097
H -0.6191 -2.8060 1.3935
H 1.4330 -2.3070 -1.0705
*
```

HOMO ... -13.6 eV
HOMO-LUMO gap ... 9.47 eV

=====

Stability, highest: entry one

=====

Entry one
The following is a DFT calculation (ωB97M-V/def2-TZVPD) of a gas-phase ion, C2HO3S (charge -1).

Structure (ORCA input):
```
! RIJCOSX wB97M-V def2-TZVPD def2/J DEFGRID3
* xyz -1 1
C 0.0042 0.3246 0.3813
C -3.2418 -0.1516 -0.3592
O -2.8084 0.4624 -1.2674
O -3.8478 0.0574 0.6225
O -2.1648 -1.3025 0.3029
S -0.5653 -1.1494 0.6644
H -0.9299 0.8507 0.1370
*
```

HOMO ... -4.8 eV
HOMO-LUMO gap ... 8.52 eV

=====

Entry two
The following is a DFT calculation (ωB97M-V/def2-TZVPD) of a gas-phase ion, C2HO3S (charge -1).

Structure (ORCA input):
```
! RIJCOSX wB97M-V def2-TZVPD def2/J DEFGRID3
* xyz -1 1
C -1.3845 -1.4522 -0.4352
C -0.4116 -0.4484 -0.0915
S 0.8365 0.7817 0.2985
O 0.3634 1.3844 1.5403
O 0.7348 1.6478 -0.8725
O 2.0794 0.0292 0.4088
H -2.2180 -1.9424 -0.8484
*
```

HOMO ... -5.5 eV
HOMO-LUMO gap ... 9.49 eV
SMILES ... C#CS(=O)(=O)[O-]

=====

Stability, highest: entry one

=====

Entry one
The following is a DFT calculation (ωB97M-V/def2-TZVPD) of 2 unconnected molecules or ions with the total composition CH6NO.

Structure (ORCA input):
```
! RIJCOSX wB97M-V def2-TZVPD def2/J DEFGRID3
* xyz -1 1
O 1.0050 -1.7026 1.4552
H 0.7266 -2.3344 2.1015
C 0.2531 0.7098 -0.7344
N -1.1960 0.7121 -0.4278
H 0.8244 0.0522 -0.0514
H 0.6639 1.7080 -0.7989
H 0.4093 0.1562 -1.6601
H -1.4499 -0.2708 -0.4367
H -1.2365 0.9695 0.5527
*
```

HOMO ... -2.3 eV
HOMO-LUMO gap ... 7.06 eV

=====

Entry two
The following is a DFT calculation (ωB97M-V/def2-TZVPD) of 2 unconnected molecules or ions with the total composition CH6NO.

Structure (ORCA input):
```
! RIJCOSX wB97M-V def2-TZVPD def2/J DEFGRID3
* xyz -1 1
O -1.6280 -2.1805 0.4623
H -0.9566 -2.1622 1.1576
C 0.7131 0.8541 -0.6141
N -0.0395 0.3800 0.5131
H 0.7150 0.1012 -1.4186
H 1.7686 1.0191 -0.3742
H 0.3650 1.7882 -1.0452
H -0.9455 0.7699 0.4989
H 0.0078 -0.5698 0.8202
*
```

HOMO ... -2.1 eV
HOMO-LUMO gap ... 6.46 eV

=====

Stability, highest: entry one